1.
ORCA calculation (ωB97M-V with the def2-TZVPD basis set) on a cluster of 8 separate species, C30H58N16O9 in total.

Last column: Löwdin charge in e.
Atoms and positions in Å:
O1 3.280 -5.041 -2.791  0.012
O2 5.658 -8.793 -6.079  0.013
O3 -3.229 3.860 -1.872  0.007
O4 -0.327 -0.467 7.235  0.006
O5 -5.440 6.405 -4.720  -0.003
O6 -6.424 11.269 -5.822  0.003
O7 3.054 -0.932 3.124  0.023
O8 2.777 -7.530 1.722  0.021
O9 -0.615 3.775 2.190  0.025
N1 -2.131 -0.537 0.289  -0.042
N2 1.625 -9.016 2.975  0.149
N3 5.016 -9.181 -8.211  0.150
N4 -0.469 3.126 4.349  0.174
N5 2.332 -7.040 -3.256  0.156
N6 -4.476 4.233 -3.720  0.140
N7 -5.227 2.822 -2.096  0.147
N8 -5.269 8.313 -5.924  0.160
N9 4.460 -6.591 -3.940  0.155
N10 1.035 -0.627 0.872  -0.020
N11 3.679 -8.290 3.649  0.150
N12 -7.670 11.644 -7.672  0.151
N13 -8.421 10.234 -6.047  0.156
N14 4.868 -7.086 -7.329  0.156
N15 -4.797 8.316 -3.696  0.163
N16 -0.762 5.326 3.828  0.145
C1 -1.401 1.984 0.077  -0.124
C2 2.147 -0.347 3.800  -0.213
C3 5.210 -8.380 -7.138  -0.703
C4 2.653 0.450 5.128  -0.083
C5 3.353 -6.151 -3.296  -0.696
C6 -4.244 3.653 -2.522  -0.695
C7 -1.967 -0.134 4.374  -0.093
C8 -0.615 4.056 3.378  -0.683
C9 -1.779 0.589 -0.639  -0.257
C10 2.436 -4.717 0.094  -0.153
C11 -4.100 -0.182 2.683  -0.074
C12 4.147 1.071 5.240  -0.146
C13 2.699 -8.232 2.717  -0.694
C14 0.578 -0.330 3.446  0.032
C15 -7.439 11.062 -6.472  -0.706
C16 1.490 -2.046 0.660  -0.215
C17 -2.495 -0.240 2.865  -0.033
C18 -1.504 -0.423 1.622  -0.110
C19 -5.185 7.601 -4.777  -0.687
C20 0.798 -3.145 1.613  -0.179
C21 1.395 -4.658 1.335  -0.242
C22 0.036 -0.479 1.947  -0.090
C23 4.636 1.841 3.904  -0.217
C24 6.176 1.565 3.498  -0.259
C25 -0.422 -0.159 4.687  -0.032
C26 -5.351 0.255 2.597  0.058
C27 1.723 0.555 6.241  0.041
C28 -2.962 0.005 5.651  -0.079
C29 6.406 0.268 2.559  -0.132
C30 0.225 -0.065 6.160  -0.261
H1 -0.889 0.261 -1.322  0.105
H2 1.542 -9.601 3.787  0.093
H3 -1.962 -1.452 -0.157  0.113
H4 -6.961 12.269 -8.023  0.110
H5 1.213 -2.315 -0.442  0.126
H6 -1.388 2.805 -0.751  0.077
H7 6.781 1.403 4.477  0.104
H8 4.998 -6.457 -6.552  0.091
H9 5.243 -5.958 -3.991  0.109
H10 5.488 -0.416 2.446  0.062
H11 2.078 1.083 7.199  0.119
H12 -0.466 3.338 5.331  0.097
H13 4.922 0.250 5.475  0.122
H14 4.539 -7.501 -4.362  0.069
H15 3.634 -8.861 4.474  0.093
H16 0.945 -2.970 2.741  0.103
H17 -2.241 2.284 0.800  0.084
H18 2.645 -2.042 0.766  0.111
H19 0.542 -5.452 1.276  0.103
H20 6.561 2.496 2.916  0.107
H21 -8.286 9.781 -5.156  0.111
H22 2.867 -5.790 -0.034  0.065
H23 2.372 -7.956 -3.665  0.095
H24 -0.356 2.168 4.055  0.065
H25 3.349 -4.053 0.355  0.083
H26 0.873 -9.001 2.304  0.107
H27 5.259 -10.154 -8.108  0.109
H28 -4.723 7.822 -2.820  0.112
H29 -2.733 -0.901 6.351  0.089
H30 -0.329 -3.215 1.317  0.111
H31 -2.643 0.835 -1.385  0.110
H32 2.004 -4.962 2.284  0.096
H33 0.721 -0.217 -0.023  0.088
H34 -5.302 4.076 -4.267  0.087
H35 -9.262 10.051 -6.565  0.097
H36 1.891 -4.351 -0.867  0.064
H37 6.765 0.617 1.513  0.073
H38 -6.486 0.325 2.819  0.051
H39 -3.769 4.858 -4.071  0.099
H40 4.497 -6.726 -8.191  0.099
H41 -0.764 5.579 4.800  0.090
H42 -6.068 2.638 -2.613  0.092
H43 -0.874 6.049 3.134  0.106
H44 -5.092 2.369 -1.205  0.101
H45 4.150 1.797 6.145  0.116
H46 3.918 1.670 3.005  0.120
H47 4.649 -8.861 -9.090  0.096
H48 -2.723 0.942 6.294  0.090
H49 -8.496 11.487 -8.220  0.097
H50 1.489 -6.750 -2.785  0.107
H51 -4.072 -0.068 5.374  0.065
H52 -5.064 9.295 -5.990  0.077
H53 -4.584 9.298 -3.722  0.100
H54 7.271 -0.357 3.030  0.074
H55 -5.555 7.816 -6.752  0.108
H56 4.564 2.986 4.124  0.110
H57 -0.349 2.007 0.548  0.065
H58 4.496 -7.720 3.493  0.110

Summary:
Highest occupied orbital energy   -7.8 eV
E_LUMO   -0.92 eV
Spin multiplicity   1

---

2.
ORCA calculation (ωB97M-V with the def2-TZVPD basis set) on an isolated molecule of C6H7FOS.

Last column: Löwdin charge in e.
Atoms and positions in Å:
S1 -1.158 -1.094 -0.720  1.074
F1 1.812 0.406 1.483  0.026
O1 -0.456 0.695 -1.243  -0.367
C1 0.453 1.281 -0.387  -0.436
C2 -0.983 -2.582 -1.309  -0.314
C3 0.012 -0.927 0.676  -0.291
C4 -0.720 3.033 1.224  0.125
C5 1.137 -0.001 0.379  -0.351
C6 -0.200 2.186 0.519  -0.101
H1 -1.018 3.984 1.682  0.043
H2 1.842 -0.453 -0.488  0.191
H3 0.370 -1.948 0.943  0.113
H4 -1.576 -2.864 -2.151  0.013
H5 -0.616 -0.456 1.421  0.095
H6 -0.155 -3.156 -1.036  -0.002
H7 1.259 1.895 -0.994  0.180

Summary:
Highest occupied orbital energy (alpha / beta)   -8.8 / -8.8 eV
E_LUMO (alpha / beta)   0.07 / 0.07 eV
Spin multiplicity   1
ΔE to the lowest compared entry with this formula, charge and spin   43.1 kcal per mole

---

3.
ORCA calculation (ωB97M-V with the def2-TZVPD basis set) on a structure of composition C20H35O5Ti.

Last column: Löwdin charge in e.
Atoms and positions in Å:
Ti1 0.499 -0.487 -0.154  1.298
O1 -1.319 -1.677 -0.253  -0.241
O2 -1.251 0.845 -0.797  -0.207
O3 1.117 1.280 0.985  -0.225
O4 1.135 1.010 -1.608  -0.248
O5 -0.387 -0.552 1.798  -0.251
C1 -1.622 -2.374 0.989  -0.077
C2 0.215 0.190 2.885  -0.079
C3 1.761 -1.912 -1.487  -0.242
C4 1.262 2.524 0.258  -0.092
C5 -2.580 0.315 -0.574  -0.086
C6 -1.512 -1.400 2.136  -0.079
C7 1.837 2.171 -1.083  -0.070
C8 1.220 -2.768 -0.483  -0.211
C9 -2.482 -1.136 -0.948  -0.063
C10 0.147 1.277 -2.631  -0.081
C11 1.569 -3.040 2.085  0.035
C12 3.543 -0.641 1.549  0.025
C13 2.638 -1.258 0.534  -0.219
C14 3.786 -0.312 -1.586  0.027
C15 1.720 -2.332 0.774  -0.202
C16 -1.116 1.726 -1.945  -0.082
C17 0.563 1.529 2.302  -0.079
C18 1.548 -2.073 -2.958  0.024
C19 2.722 -1.062 -0.867  -0.215
C20 0.451 -4.005 -0.803  0.023
H1 -2.608 -2.829 0.927  0.164
H2 3.720 0.416 1.355  0.097
H3 0.528 -2.374 -3.199  0.101
H4 0.282 2.998 0.192  0.140
H5 4.520 -1.051 -1.926  0.136
H6 3.426 0.198 -2.478  0.102
H7 -1.075 2.755 -1.592  0.148
H8 3.169 -0.755 2.564  0.090
H9 4.325 0.381 -0.944  0.097
H10 -2.391 -0.768 2.266  0.149
H11 -2.826 0.466 0.475  0.140
H12 -3.367 -1.712 -0.683  0.159
H13 -0.882 -3.159 1.087  0.106
H14 -1.321 -1.931 3.069  0.158
H15 2.542 -3.125 2.570  0.118
H16 -3.316 0.844 -1.177  0.158
H17 0.214 -4.600 0.075  0.095
H18 -0.010 0.332 -3.151  0.138
H19 2.882 1.893 -1.002  0.124
H20 1.299 2.054 2.912  0.166
H21 0.907 -2.533 2.787  0.082
H22 0.533 2.007 -3.341  0.164
H23 1.193 -4.051 1.944  0.104
H24 1.808 -1.173 -3.512  0.092
H25 4.514 -1.142 1.509  0.130
H26 -0.467 -3.799 -1.354  0.106
H27 1.071 -4.627 -1.453  0.128
H28 -1.970 1.618 -2.612  0.157
H29 2.201 -2.868 -3.332  0.128
H30 -0.497 0.302 3.702  0.165
H31 -2.290 -1.258 -2.014  0.155
H32 1.750 3.002 -1.782  0.166
H33 1.088 -0.355 3.239  0.130
H34 1.939 3.185 0.802  0.167
H35 -0.326 2.151 2.186  0.155

Summary:
Highest occupied orbital energy   -18.8 eV
E_LUMO   -11.09 eV
Spin multiplicity   1
Net charge   +3

---

4.
ORCA calculation (ωB97M-V with the def2-TZVPD basis set) on a structure of composition C12H35F12NO23S4Y2.

Last column: Löwdin spin population.
Atoms and positions in Å:
Y1 -6.942 16.877 -16.764  0.000
Y2 -7.205 21.564 -19.942  0.000
S1 -6.455 18.031 -20.265  0.000
S2 -10.128 15.076 -16.402  0.000
S3 -9.616 19.347 -18.047  0.000
S4 -5.818 20.447 -16.637  0.000
F1 -12.122 16.531 -17.718  0.000
F2 -4.979 16.246 -21.414  0.000
F3 -3.680 17.951 -20.561  0.000
F4 -11.707 17.177 -15.641  0.000
F5 -10.100 21.706 -16.705  0.000
F6 -3.337 20.195 -15.599  0.000
F7 -3.364 19.797 -17.662  0.000
F8 -4.790 18.194 -22.376  0.000
F9 -11.810 20.295 -16.901  0.000
F10 -10.344 19.862 -15.570  0.000
F11 -3.559 21.798 -16.865  0.000
F12 -12.804 15.401 -16.026  0.000
O1 -6.253 21.096 -15.446  0.000
O2 -13.836 19.736 -19.405  0.216
O3 -8.838 20.367 -18.841  0.000
O4 -10.256 13.998 -17.321  0.000
O5 -6.198 19.026 -16.663  0.000
O6 -11.261 19.161 -22.153  0.000
O7 -6.272 21.085 -17.900  0.000
O8 -12.224 17.046 -20.582  0.002
O9 -11.553 22.004 -11.382  0.000
O10 -8.743 18.334 -17.388  0.000
O11 -7.795 17.763 -14.740  0.000
O12 -14.776 18.236 -17.030  0.028
O13 -8.412 23.004 -18.631  0.000
O14 -8.630 20.480 -21.421  0.000
O15 -9.032 16.045 -16.597  0.000
O16 -7.616 17.747 -21.124  0.000
O17 -10.123 14.530 -15.001  0.000
O18 -17.040 23.669 -16.844  0.036
O19 -11.704 18.927 -11.070  0.000
O20 -10.664 18.644 -18.916  0.001
O21 -6.361 19.456 -19.957  0.000
O22 -6.568 17.207 -19.041  0.000
O23 -8.015 23.360 -15.987  0.000
N1 -14.239 22.629 -19.021  0.424
C1 -10.533 21.057 -10.905  0.000
C2 -10.719 19.742 -11.675  0.000
C3 -14.043 23.340 -16.718  0.003
C4 -11.797 16.144 -16.493  0.000
C5 -15.159 17.919 -18.381  0.038
C6 -14.953 22.771 -17.769  0.070
C7 -4.852 17.541 -21.206  0.000
C8 -3.882 20.579 -16.719  0.000
C9 -16.249 23.630 -18.028  0.062
C10 -10.516 20.436 -16.749  0.000
C11 -18.092 24.625 -17.106  0.009
C12 -15.073 19.131 -19.335  0.043
H1 -18.782 24.621 -16.262  0.003
H2 -13.540 24.218 -17.123  0.001
H3 -13.215 22.698 -16.419  0.002
H4 -13.936 17.779 -16.953  0.001
H5 -8.130 24.159 -15.472  0.000
H6 -17.710 25.646 -17.120  0.001
H7 -15.435 18.764 -20.295  0.000
H8 -16.024 24.573 -18.525  0.000
H9 -12.096 19.583 -22.358  0.000
H10 -16.185 17.588 -18.222  0.004
H11 -11.439 18.646 -21.367  0.000
H12 -7.631 22.733 -15.375  0.000
H13 -14.609 23.659 -15.843  0.000
H14 -16.743 23.043 -18.803  0.002
H15 -15.694 19.929 -18.929  0.017
H16 -12.347 21.490 -11.218  0.000
H17 -9.541 21.509 -10.922  0.000
H18 -9.200 20.704 -22.156  0.000
H19 -11.087 19.885 -12.691  0.000
H20 -8.784 23.833 -18.933  0.000
H21 -13.864 23.567 -19.028  0.014
H22 -18.733 24.482 -17.976  0.000
H23 -13.721 19.986 -18.485  -0.002
H24 -10.590 20.879 -9.831  0.000
H25 -15.160 21.752 -17.442  0.014
H26 -14.817 22.550 -19.845  0.010
H27 -11.834 17.499 -19.835  0.000
H28 -8.580 19.524 -21.438  0.000
H29 -7.912 18.679 -14.487  0.000
H30 -8.318 23.114 -17.685  0.000
H31 -9.828 19.124 -11.793  0.000
H32 -12.175 16.118 -20.352  0.000
H33 -7.791 17.284 -13.911  0.000
H34 -12.565 19.098 -11.460  0.000
H35 -14.549 17.078 -18.712  0.002

Summary:
Highest occupied orbital energy (alpha / beta)   -15.4 / -15.4 eV
E_LUMO (alpha / beta)   -9.53 / -11.96 eV
<S²>   0.7563
Spin multiplicity   2
Net charge   +3